Molecular formula: C101H216N5O19P5
Method: DFT, the ωB97M-V functional and the def2-TZVPD basis

Charge: +2
Molecular weight: 1959.72 g mol⁻¹
LUMO: -0.0952 hartree
E_tot: -201027.4958 eV

CARTESIAN COORDINATES (ANGSTROEM)
P1 18.219 30.116 25.221
P2 15.581 22.487 29.970
P3 26.638 20.388 19.292
P4 19.709 24.048 15.970
P5 22.006 17.170 26.126
O1 20.852 21.941 27.381
O2 20.275 25.925 26.655
O3 14.421 23.584 21.364
O4 22.169 17.150 22.500
O5 19.625 19.716 19.374
O6 21.395 20.239 18.245
O7 15.973 18.496 22.342
O8 18.793 21.263 28.203
O9 15.821 21.874 21.156
O10 28.443 25.156 23.674
O11 21.220 17.018 20.510
O12 18.994 23.141 27.215
O13 19.441 21.212 17.838
O14 21.791 24.395 26.182
O15 28.541 24.341 21.655
O16 26.690 24.060 22.870
O17 22.477 18.767 21.108
O18 22.426 26.396 26.827
O19 16.339 23.765 20.254
N1 25.830 23.722 26.602
N2 26.490 25.841 26.211
N3 17.028 19.460 20.385
N4 21.126 21.761 23.137
N5 19.146 22.901 23.255
C1 24.604 24.554 19.665
C2 20.961 18.448 25.446
C3 20.133 25.446 30.633
C4 21.206 21.916 14.810
C5 14.648 23.937 27.776
C6 23.757 17.292 25.538
C7 18.715 19.411 25.094
C8 21.286 15.567 25.654
C9 16.184 23.853 12.656
C10 30.412 21.454 17.965
C11 26.541 27.214 25.685
C12 18.941 26.825 12.172
C13 23.753 23.337 19.322
C14 14.788 23.893 25.246
C15 18.255 23.273 15.187
C16 22.018 18.789 28.483
C17 23.521 12.358 25.775
C18 12.139 21.942 32.368
C19 23.405 22.590 23.393
C20 19.726 25.137 20.039
C21 28.468 20.097 21.507
C22 28.087 20.866 23.858
C23 22.577 20.252 13.622
C24 22.304 29.852 24.046
C25 17.931 24.085 30.388
C26 27.085 20.628 21.079
C27 20.340 22.606 23.890
C28 16.474 23.754 30.944
C29 19.233 22.241 22.035
C30 19.490 22.104 27.631
C31 27.246 25.347 27.286
C32 26.780 24.055 27.562
C33 16.985 18.334 30.209
C34 18.047 31.885 25.101
C35 24.424 22.017 19.620
C36 17.365 29.441 23.785
C37 27.854 24.545 22.758
C38 17.483 28.121 27.178
C39 18.345 18.391 29.487
C40 18.104 23.713 23.828
C41 25.860 28.234 26.710
C42 18.760 25.082 31.245
C43 18.768 32.707 26.054
C44 22.678 20.184 30.480
C45 22.506 21.327 23.427
C46 20.636 25.758 13.682
C47 13.827 22.473 30.595
C48 25.136 22.451 26.483
C49 20.736 25.233 21.160
C50 23.087 17.691 16.255
C51 22.834 28.446 24.231
C52 20.004 29.532 25.216
C53 21.549 25.566 26.525
C54 21.222 23.054 15.878
C55 16.073 19.005 19.216
C56 20.429 21.495 21.975
C57 28.970 21.725 18.351
C58 19.510 18.131 25.487
C59 19.604 25.546 12.520
C60 19.988 25.688 15.121
C61 16.070 19.569 29.924
C62 23.051 13.679 25.213
C63 17.374 27.163 21.696
C64 11.870 21.896 33.912
C65 15.596 22.765 28.203
C66 29.004 20.937 22.570
C67 17.383 29.680 26.775
C68 25.667 18.712 26.518
C69 31.417 22.602 18.319
C70 19.154 24.486 17.677
C71 15.729 28.238 29.054
C72 25.678 21.790 18.696
C73 25.399 18.745 28.046
C74 20.081 20.416 18.460
C75 23.989 17.558 17.480
C76 13.620 22.307 32.086
C77 28.096 20.406 18.195
C78 22.479 21.290 14.686
C79 24.467 18.692 25.557
C80 17.139 19.124 25.246
C81 20.322 24.739 18.641
C82 16.223 27.409 22.715
C83 20.754 29.794 23.865
C84 22.396 18.774 29.937
C85 25.622 24.841 25.838
C86 18.384 34.186 25.928
C87 15.234 24.626 26.503
C88 22.041 17.661 21.376
C89 16.944 34.395 26.473
C90 22.008 14.346 26.065
C91 25.656 18.822 19.130
C92 16.966 24.217 15.163
C93 21.930 17.327 27.930
C94 15.575 23.054 20.883
C95 16.930 18.495 21.595
C96 24.708 18.918 17.866
C97 17.238 27.977 28.679
C98 15.850 23.735 14.151
C99 18.142 17.626 21.804
C100 16.728 28.076 24.003
C101 16.469 20.925 30.451
H1 26.349 22.646 18.632
H2 25.164 19.085 16.890
H3 16.511 20.920 31.540
H4 26.354 19.532 26.307
H5 16.588 30.173 23.561
H6 21.594 18.358 30.547
H7 16.763 33.792 27.362
H8 22.665 30.445 24.886
H9 14.867 25.648 26.405
H10 21.006 25.527 18.326
H11 18.090 26.747 11.495
H12 16.435 18.021 18.917
H13 24.723 16.806 17.191
H14 20.178 25.114 11.701
H15 21.189 19.413 25.900
H16 20.938 22.833 27.038
H17 17.750 30.307 27.588
H18 19.053 19.872 24.166
H19 24.636 18.034 28.362
H20 18.621 25.433 17.596
H21 23.437 19.603 13.789
H22 17.540 26.964 28.943
H23 29.202 20.011 20.706
H24 18.549 34.610 24.938
H25 16.875 23.047 12.410
H26 16.484 17.392 29.985
H27 17.512 21.014 30.146
H28 20.211 25.472 22.085
H29 23.481 23.434 18.270
H30 16.320 24.713 26.510
H31 23.731 16.917 24.515
H32 22.123 23.663 15.943
H33 25.151 21.913 27.431
H34 12.242 20.951 34.308
H35 15.085 27.893 28.246
H36 15.042 24.453 14.290
H37 30.223 21.270 16.908
H38 23.931 19.651 18.085
H39 17.375 24.122 23.129
H40 11.461 22.721 32.019
H41 19.048 18.228 21.733
H42 25.461 24.735 19.016
H43 18.811 24.826 12.721
H44 17.995 16.892 21.012
H45 16.416 30.100 26.499
H46 24.959 19.671 28.417
H47 16.434 24.270 16.113
H48 22.339 16.935 16.015
H49 14.457 22.791 21.903
H50 16.599 24.842 12.463
H51 25.333 21.555 17.689
H52 24.128 22.690 26.146
H53 22.376 14.614 27.055
H54 17.178 25.248 14.876
H55 31.485 22.722 19.400
H56 15.907 28.370 24.656
H57 17.940 28.556 29.280
H58 16.728 18.910 26.233
H59 22.665 20.890 15.683
H60 13.780 23.535 25.458
H61 16.118 19.698 18.377
H62 16.474 19.877 24.825
H63 19.122 26.343 15.219
H64 18.560 32.523 27.108
H65 27.017 20.957 23.674
H66 16.666 35.395 26.806
H67 23.108 28.008 23.271
H68 18.957 19.164 29.951
H69 29.213 24.732 22.219
H70 24.585 21.960 20.696
H71 18.977 20.117 25.882
H72 20.637 26.223 31.207
H73 13.949 23.205 32.609
H74 18.531 23.638 17.962
H75 16.243 34.070 25.704
H76 20.421 21.192 15.026
H77 16.009 19.629 28.838
H78 22.820 20.151 31.560
H79 16.876 18.283 24.604
H80 14.961 24.651 24.482
H81 26.288 17.830 26.360
H82 18.202 32.144 24.054
H83 19.844 32.648 25.887
H84 19.208 17.872 26.502
H85 24.774 28.194 26.797
H86 31.002 23.588 18.112
H87 18.024 22.390 15.782
H88 23.779 19.518 25.739
H89 19.792 25.107 26.793
H90 15.433 28.063 22.345
H91 18.995 24.684 32.232
H92 21.079 19.322 28.333
H93 14.719 24.631 28.614
H94 24.929 24.337 20.683
H95 28.162 19.993 24.505
H96 15.780 26.463 23.028
H97 22.613 16.604 28.374
H98 28.677 19.545 18.526
H99 22.570 20.803 24.381
H100 28.349 21.715 24.490
H101 18.566 23.199 30.400
H102 22.868 23.546 19.923
H103 23.621 20.613 30.141
H104 22.362 20.668 12.638
H105 18.477 27.159 13.101
H106 23.734 17.820 15.388
H107 13.376 23.427 30.322
H108 23.373 17.186 18.298
H109 24.237 12.402 26.596
H110 16.756 23.319 31.903
H111 30.002 20.561 22.798
H112 16.682 27.642 26.613
H113 22.691 30.398 23.186
H114 17.561 27.529 24.444
H115 23.762 21.160 19.495
H116 24.914 18.697 24.563
H117 29.045 21.976 22.241
H118 27.658 20.391 17.198
H119 22.698 11.815 26.238
H120 21.774 19.515 13.661
H121 15.307 23.759 12.014
H122 18.902 24.499 20.360
H123 23.917 25.392 19.780
H124 21.301 13.551 26.307
H125 23.233 23.248 24.244
H126 13.341 21.756 29.934
H127 20.721 24.536 30.509
H128 23.893 11.798 24.917
H129 21.819 20.823 30.274
H130 15.419 27.798 30.002
H131 17.984 19.490 20.064
H132 18.930 17.498 29.706
H133 18.033 17.252 22.822
H134 26.958 21.708 21.165
H135 16.817 20.397 20.698
H136 21.312 24.315 21.271
H137 21.180 17.812 19.972
H138 28.663 22.510 17.661
H139 28.882 22.221 19.318
H140 21.458 19.655 19.005
H141 19.390 26.172 19.981
H142 18.018 29.426 22.913
H143 25.107 18.728 20.067
H144 26.304 20.078 21.603
H145 26.902 23.453 28.450
H146 22.368 18.506 16.331
H147 15.392 22.780 14.407
H148 26.127 29.245 26.404
H149 16.960 31.945 25.158
H150 15.844 24.627 31.112
H151 18.215 25.967 31.573
H152 20.982 16.894 28.250
H153 28.392 19.045 21.781
H154 19.929 28.500 25.559
H155 20.474 30.796 23.541
H156 24.335 16.481 25.981
H157 19.233 17.280 24.866
H158 15.102 19.398 30.396
H159 25.901 27.240 24.803
H160 17.744 28.082 21.240
H161 19.693 27.535 11.829
H162 23.344 18.252 30.072
H163 20.288 15.582 26.093
H164 21.280 18.525 24.407
H165 30.763 20.479 18.306
H166 15.499 23.071 25.162
H167 26.155 28.177 27.758
H168 20.019 25.944 29.670
H169 18.256 26.661 22.094
H170 15.066 19.023 19.633
H171 24.942 24.866 24.999
H172 23.736 28.447 24.844
H173 18.269 18.550 28.411
H174 14.372 21.580 32.393
H175 20.827 20.928 21.146
H176 17.877 24.406 29.348
H177 13.625 23.579 27.662
H178 21.176 22.592 16.864
H179 17.049 26.634 20.800
H180 18.359 27.565 26.842
H181 20.863 22.300 13.850
H182 21.041 15.590 24.592
H183 23.424 23.143 22.454
H184 28.035 25.948 27.712
H185 23.970 14.253 25.092
H186 15.354 21.828 27.701
H187 19.061 34.669 26.633
H188 18.556 23.064 14.160
H189 20.907 23.839 18.826
H190 20.451 29.082 23.097
H191 15.522 29.304 29.152
H192 22.542 13.544 24.258
H193 10.809 21.879 34.160
H194 11.739 21.006 31.977
H195 22.754 19.428 27.995
H196 16.627 22.911 27.880
H197 22.854 20.722 22.590
H198 32.426 22.540 17.910
H199 17.129 18.357 31.289
H200 24.451 22.284 23.404
H201 26.366 17.995 19.121
H202 23.328 21.945 14.494
H203 21.345 24.934 13.596
H204 26.323 18.573 28.598
H205 20.510 22.978 24.890
H206 21.216 26.642 13.418
H207 18.610 24.570 24.272
H208 22.103 27.726 24.600
H209 25.544 21.822 25.692
H210 20.596 30.052 25.969
H211 18.498 22.403 21.260
H212 27.597 27.380 25.474
H213 20.773 26.157 15.714
H214 17.563 23.170 24.604
H215 21.410 26.060 20.938
H216 12.382 22.669 34.485

Atoms 1-6, force components in eV/Å:
P 2.239 -0.709 0.436
P 0.321 -0.923 1.452
P 0.290 -0.302 0.206
P -0.858 1.659 -0.680
P 0.910 -0.294 0.044
O -1.373 -0.693 0.603

These are the Mulliken partial charges, in e, on atoms 1 to 99:
1. P 0.88
2. P 0.94
3. P 0.51
4. P 0.02
5. P 0.40
6. O -0.37
7. O 0.10
8. O -0.59
9. O -0.83
10. O -1.52
11. O 0.46
12. O -0.56
13. O -0.01
14. O -0.77
15. O -0.86
16. O -0.68
17. O 0.25
18. O -0.53
19. O -0.50
20. O -0.34
21. O -0.21
22. O 0.35
23. O -0.71
24. O -0.67
25. N 0.72
26. N 0.61
27. N 1.55
28. N 1.48
29. N 1.36
30. C -1.76
31. C 1.12
32. C -0.97
33. C -1.02
34. C -1.24
35. C -1.54
36. C 1.68
37. C -0.83
38. C -0.91
39. C -0.65
40. C -0.50
41. C -1.46
42. C 0.55
43. C -0.69
44. C -1.05
45. C 1.18
46. C -1.44
47. C -0.45
48. C -0.24
49. C 0.30
50. C -0.91
51. C -0.94
52. C -1.79
53. C -1.13
54. C 0.56
55. C -0.22
56. C -0.98
57. C -1.54
58. C -1.21
59. C -0.01
60. C -0.64
61. C -0.61
62. C -1.47
63. C -1.15
64. C 2.28
65. C -1.22
66. C 0.29
67. C 1.32
68. C -0.16
69. C -0.53
70. C -1.07
71. C -0.97
72. C -0.60
73. C -1.17
74. C 1.58
75. C -0.81
76. C -1.37
77. C 0.95
78. C -0.65
79. C -0.95
80. C 0.26
81. C -0.39
82. C -0.11
83. C 0.44
84. C -0.72
85. C -0.18
86. C -0.28
87. C -1.23
88. C 0.10
89. C -1.01
90. C -0.21
91. C 0.05
92. C -1.38
93. C -1.31
94. C 0.67
95. C -0.35
96. C -1.56
97. C -0.87
98. C -1.30
99. C -1.08